14 unconnected molecules or ions with the total composition C47H78N8O34, computed with ωB97M-V/def2-TZVPD.

```
167
Properties=species:S:1:pos:R:3:forces:R:3
C -17.517514 -11.638133 -20.419890 -1.01 0.63 0.96
C -16.371208 -12.297860 -19.673550 -0.22 1.21 -0.02
O -16.136527 -11.411096 -18.529978 0.57 -0.40 0.01
C -15.030585 -11.638765 -17.797573 -1.34 1.62 -0.16
O -14.546373 -10.818156 -17.081782 0.12 0.76 0.59
O -14.585564 -12.846321 -17.931035 -0.40 -2.00 -0.81
C -13.567192 -13.222240 -17.088822 3.50 -0.92 0.74
H -17.477408 -10.517518 -20.404148 0.41 -1.16 0.20
H -18.487662 -11.919179 -19.979322 0.28 0.08 -0.11
H -17.552614 -11.893831 -21.454790 0.15 -0.49 -0.79
H -15.489932 -12.240354 -20.297336 0.40 -0.28 -0.06
H -16.524329 -13.321501 -19.319489 -0.19 0.22 -0.21
H -13.732252 -13.223081 -16.027386 -0.86 0.83 0.50
H -12.596399 -12.686088 -17.260512 -1.06 -0.03 -0.01
H -13.307094 -14.266774 -17.230865 -0.37 -0.21 -0.77
C -26.410382 -11.137081 -18.104127 0.40 0.75 -1.29
C -26.054283 -9.663337 -17.782679 0.91 -1.45 -0.71
O -24.602318 -9.471531 -17.768703 0.23 -0.55 0.89
C -23.963300 -9.358069 -18.919369 0.51 0.04 -0.48
O -24.509528 -9.123853 -19.969660 0.21 -0.15 -0.13
O -22.617038 -9.533574 -18.751291 -1.83 0.27 -0.71
C -21.878150 -9.430151 -19.999233 1.22 -0.03 0.87
H -27.492799 -11.254036 -18.307383 0.65 0.14 -0.13
H -26.164973 -11.786031 -17.299867 0.19 -0.42 1.00
H -25.777119 -11.495357 -18.947424 -0.80 0.30 0.18
H -26.323032 -9.515823 -16.760681 -0.35 0.83 0.48
H -26.451061 -8.976734 -18.511884 -0.41 0.26 0.08
H -21.989344 -10.254988 -20.681147 -0.79 -0.17 0.04
H -20.868813 -9.514776 -19.662634 0.71 -0.11 0.35
H -21.908634 -8.459944 -20.461437 -0.74 0.43 -0.16
C -18.752898 -8.978184 -17.939500 0.89 1.58 1.22
C -18.257437 -7.801099 -18.872262 -0.51 -2.77 0.34
O -19.138856 -7.786167 -20.018825 -0.09 0.44 0.88
C -18.684096 -8.166623 -21.198360 -0.83 1.76 1.35
O -17.631320 -8.622071 -21.437050 3.17 -1.67 -0.51
O -19.556308 -7.768921 -22.057011 -1.69 -0.04 -4.02
C -19.295070 -8.149617 -23.508485 -0.93 -0.97 1.73
H -18.686299 -10.010461 -18.247197 0.19 -0.02 -0.89
H -19.778373 -8.809889 -17.585471 0.17 0.15 -0.20
H -18.099952 -8.918357 -17.033239 -0.45 -0.02 -0.46
H -17.207376 -7.979187 -19.185644 -0.70 0.36 0.16
H -18.420265 -6.855499 -18.380976 0.22 0.17 0.15
H -19.502280 -7.318491 -24.140230 -0.48 0.67 -0.08
H -19.925959 -9.026710 -23.744705 0.04 0.72 0.19
H -18.294986 -8.467867 -23.664237 1.01 -0.07 0.30
C -18.634428 -12.473910 -15.070814 1.08 0.14 -0.05
C -18.562711 -12.799340 -16.601055 1.25 1.43 1.50
O -19.722709 -13.549344 -16.883904 0.82 -1.99 1.40
C -20.552296 -13.064102 -17.715183 -2.11 0.99 -1.38
O -20.361192 -12.116925 -18.422302 0.35 1.08 -0.85
O -21.742127 -13.688481 -17.680620 -0.15 -0.13 -0.21
C -22.683115 -13.068693 -18.572162 -1.64 -0.04 -0.18
H -19.528454 -11.850103 -14.828200 0.58 -0.68 -0.21
H -17.731421 -11.884491 -14.749964 -0.76 -0.38 -0.53
H -18.565189 -13.402332 -14.459579 -0.49 0.56 -0.46
H -17.649389 -13.391953 -16.847202 -0.83 0.32 0.11
H -18.548463 -11.836580 -17.166283 -0.03 -1.02 0.26
H -22.405798 -13.005099 -19.612119 0.60 -0.51 -0.06
H -22.903562 -12.048119 -18.306166 0.33 0.50 0.44
H -23.681894 -13.553678 -18.527821 0.98 -0.41 0.32
C -18.980620 -5.056244 -25.754146 -0.51 0.98 -1.77
C -17.624787 -5.651038 -26.129988 -1.47 -1.13 1.88
O -16.744216 -4.896653 -25.312313 0.87 -0.25 0.47
C -15.575078 -4.676286 -25.902559 -0.58 -0.06 -1.24
O -15.324127 -4.967084 -27.041936 0.22 -0.32 -0.39
O -14.740040 -4.007450 -25.197038 1.79 1.14 2.39
C -14.873908 -3.825215 -23.753156 -0.36 -0.33 0.35
H -19.753971 -5.580322 -26.325961 -0.17 0.01 0.45
H -19.000327 -4.020115 -26.157958 -0.02 -0.46 0.21
H -19.256892 -4.928707 -24.688579 0.53 -0.71 -0.45
H -17.273441 -5.633417 -27.150670 -0.57 0.44 -0.34
H -17.589521 -6.718345 -25.821408 0.17 0.58 -0.04
H -15.846437 -3.338611 -23.499025 0.86 -0.21 -0.33
H -14.016533 -3.194747 -23.448812 -0.63 -0.31 -0.33
H -14.814563 -4.788820 -23.176294 -0.01 0.79 -0.92
C -15.338689 -11.261938 -26.097046 0.52 1.36 0.40
C -16.660626 -11.408433 -25.399430 -0.23 -0.26 0.36
O -17.406516 -10.197595 -25.395601 0.45 2.02 1.56
C -18.324274 -9.964372 -26.324681 1.57 -2.25 0.46
O -18.621935 -10.815985 -27.092987 -1.03 -1.02 -1.83
O -18.821634 -8.774747 -26.249806 0.14 1.56 0.91
C -19.727464 -8.497764 -27.293123 -0.18 -0.41 -1.24
H -14.874546 -12.211706 -26.308876 -0.01 -0.33 -0.23
H -14.640335 -10.690843 -25.451156 -0.29 -0.35 -0.22
H -15.451715 -10.632845 -26.986740 -0.02 -0.52 -0.11
H -16.547797 -11.708846 -24.360519 0.12 0.32 0.22
H -17.304866 -12.133840 -25.817762 -0.40 -0.99 -0.84
H -19.175902 -8.365449 -28.244195 -0.38 -0.15 0.47
H -20.283972 -7.631596 -27.047480 -0.24 1.00 0.39
H -20.437442 -9.311299 -27.351576 -0.07 -0.21 -0.37
C -23.196437 -5.409356 -23.954477 1.65 -0.80 1.60
N -22.627843 -6.519003 -24.776763 0.96 -0.01 0.52
O -22.428261 -6.248743 -25.932195 -0.02 0.02 -0.94
O -22.313153 -7.585037 -24.263825 -0.52 0.53 0.08
H -23.313294 -5.799811 -22.940075 -0.30 0.17 -0.28
H -24.066847 -5.125055 -24.446600 -1.59 0.57 -0.61
H -22.481376 -4.572836 -23.901648 -0.14 -0.52 -0.34
C -17.734944 -4.913613 -21.975549 -0.42 1.15 0.29
N -16.859930 -4.964725 -20.789607 0.92 -0.68 1.44
O -15.653057 -4.866127 -20.892734 -0.10 0.22 -0.86
O -17.377369 -5.140781 -19.697453 -0.64 0.26 -0.47
H -18.607403 -5.529164 -21.741286 0.34 -0.05 -0.48
H -17.154574 -5.085784 -22.875424 -0.15 -0.49 0.06
H -18.076821 -3.863733 -22.000894 0.00 -0.39 -0.05
C -20.817693 -4.744432 -19.205077 0.20 -0.81 -0.42
N -21.451806 -4.907614 -20.528170 -1.95 -1.29 -1.96
O -20.901199 -4.413026 -21.515043 -0.40 -0.34 1.23
O -22.527482 -5.550322 -20.620825 2.18 1.34 0.55
H -21.182159 -3.804111 -18.849341 0.18 0.69 0.32
H -19.744742 -4.805302 -19.401379 -0.16 0.31 0.39
H -21.164107 -5.538703 -18.553527 0.01 -0.06 -0.07
C -22.790941 -10.983327 -15.587850 0.29 -0.17 1.23
N -22.225496 -9.818740 -14.834785 1.59 0.71 0.19
O -20.999356 -9.751609 -14.597640 -1.88 -0.66 -0.52
O -23.000362 -8.942759 -14.521227 0.02 -0.20 0.04
H -22.446551 -10.948784 -16.591359 0.53 0.13 -0.77
H -23.846217 -10.866175 -15.548411 -0.76 0.18 -0.09
H -22.519615 -11.904340 -15.077852 0.35 0.06 -0.06
C -23.508815 -10.284832 -22.842322 -2.18 0.43 -0.05
N -23.532644 -11.736961 -22.396049 0.03 0.38 -1.78
O -22.769083 -12.070474 -21.528007 0.51 0.09 0.87
O -24.218142 -12.522754 -23.013671 -0.41 0.35 0.05
H -22.550674 -9.998941 -23.198805 0.95 -0.24 -0.29
H -23.750023 -9.647259 -21.985675 0.06 -0.39 0.01
H -24.287320 -10.091179 -23.629140 0.85 -0.68 0.76
C -19.203864 -6.587838 -11.427108 0.70 -1.50 2.44
C -18.114801 -5.842375 -11.831034 0.38 1.49 -0.24
C -18.071922 -5.417834 -13.156381 0.00 -0.44 0.29
C -19.106424 -5.799020 -13.975378 0.14 -0.52 0.28
C -20.164360 -6.580377 -13.547437 -0.76 1.20 -2.37
C -20.236870 -6.961550 -12.265388 0.98 -1.16 1.02
N -19.011227 -5.488940 -15.379091 -0.04 1.54 -0.74
O -18.162944 -4.665067 -15.705908 -0.29 -0.69 -0.14
O -19.830377 -5.962530 -16.149355 0.22 -0.20 -0.04
H -19.165725 -7.109036 -10.425757 -0.10 1.03 -0.97
H -17.315473 -5.431736 -11.183075 -0.65 -0.90 -0.11
H -17.233090 -4.902792 -13.579810 0.20 0.31 0.04
H -20.935407 -6.765433 -14.283595 0.04 -0.54 0.11
H -20.831661 -7.812517 -11.992518 -0.85 0.28 0.30
C -17.564973 -9.221862 -13.767689 0.53 0.20 -0.62
C -16.285748 -8.668653 -13.698925 -0.29 -0.61 -0.59
C -15.659633 -8.560898 -12.488302 0.49 0.36 -0.04
C -16.286273 -9.073676 -11.377315 0.68 0.58 0.46
C -17.489039 -9.711029 -11.387022 -0.07 0.05 -0.62
C -18.109152 -9.720993 -12.621905 -1.66 -1.62 0.64
N -15.590125 -8.846750 -10.135268 0.80 0.40 1.40
O -14.433454 -8.477093 -10.170531 0.37 -0.03 -0.38
O -16.184761 -8.970468 -9.085053 -0.78 -0.41 0.08
H -18.118978 -9.369792 -14.697722 0.36 0.23 0.18
H -15.696175 -8.512579 -14.575115 -0.03 0.63 -0.64
H -14.682488 -8.088619 -12.378460 -0.34 -0.30 -0.09
H -17.886360 -10.226711 -10.533265 -0.12 0.14 0.25
H -19.022105 -10.317610 -12.695298 0.01 0.46 -0.08
C -13.524075 -7.422719 -23.439120 -0.11 0.38 1.93
C -12.660024 -6.941938 -24.405084 2.05 -0.57 0.73
C -12.959258 -7.065196 -25.723509 -0.63 0.15 -1.47
C -14.207383 -7.563400 -26.024867 0.35 0.30 1.63
C -15.087770 -7.955672 -25.055192 -0.40 0.00 0.11
C -14.793871 -7.881761 -23.710163 -0.24 0.51 -0.68
N -14.575202 -7.738336 -27.383756 -2.80 -2.31 2.09
O -13.782340 -7.477713 -28.181924 2.73 1.32 -3.83
O -15.642029 -8.319170 -27.583042 -0.27 0.47 -0.58
H -13.247421 -7.414516 -22.387668 0.30 0.25 -0.14
H -11.623154 -6.671731 -24.141909 -0.77 0.13 0.09
H -12.349884 -6.826709 -26.588796 0.34 0.25 0.52
H -15.990331 -8.355936 -25.400640 -1.30 -0.40 -0.20
H -15.587519 -8.055304 -22.972491 0.69 -0.35 -0.10
```
Forces are in eV/Å.

HOMO level, eV: -9.87
Total charge: 0
Spin multiplicity: 1
Gap between HOMO and LUMO, eV: 9.22
Lowest unoccupied orbital energy, eV: -0.65

Here are the Mulliken charges for atoms 1 to 5, given in e: 0.02, -0.54, 0.37, 0.31, -0.57